Molecular formula: C13H19N5O8P2S
Method: DFT, ωB97M-V/def2-TZVPD

```
48
Properties=species:S:1:pos:R:3:forces:R:3:lowdin_charge:R:1
C 1.20939 2.71519 1.97195 -0.305 0.122 -0.396 -0.359
S 2.06801 3.41907 0.48796 -0.472 0.399 1.355 0.894
C 2.82970 1.98833 -0.13867 -0.653 -1.997 -0.095 -0.697
N 4.08001 2.10483 -0.53376 -0.814 0.772 0.171 0.115
C 4.57769 1.06121 -1.15975 1.962 0.473 -0.266 -0.365
N 5.87432 1.18148 -1.45799 1.019 -1.024 -0.746 0.162
C 3.91231 -0.09986 -1.45137 0.746 -0.940 -0.954 -0.183
N 4.30845 -1.31981 -2.04857 -1.469 0.229 0.875 0.135
C 3.23071 -2.05952 -1.87564 -0.079 1.250 0.132 -0.084
N 2.16326 -1.36285 -1.23842 1.405 -1.991 -0.753 0.035
C 0.83306 -1.86500 -0.99091 -0.714 0.515 -0.022 -0.187
C 0.47916 -1.83149 0.51178 0.150 -0.399 -0.347 -0.037
C -0.80088 -1.03069 0.68487 0.304 0.749 -0.447 -0.238
O -1.78601 -1.99774 1.07007 -1.605 0.088 1.698 -0.131
P -2.86462 -1.63329 2.20909 -0.237 2.422 -0.133 0.369
O -2.83683 -0.23235 2.72302 0.657 0.320 -0.565 -0.274
O -2.63783 -2.52834 3.48935 -0.382 -1.028 -0.647 -0.071
O -4.29117 -1.87750 1.59892 0.863 -1.567 0.294 -0.096
C -1.13969 -0.38432 -0.68945 0.250 -0.088 -0.148 -0.287
C -1.38816 1.11524 -0.85657 0.244 -0.723 -0.637 -0.134
O -2.06879 1.65948 0.28587 -1.817 0.717 -0.311 -0.152
P -3.66841 1.49378 0.24521 0.118 -1.923 0.662 0.367
O -4.16444 0.12620 -0.03017 0.601 -0.937 -0.840 -0.246
O -4.28703 1.84986 1.64905 1.155 1.512 -0.551 -0.077
O -4.28185 2.38333 -0.90798 0.757 0.981 0.861 -0.055
C -1.61567 -1.34628 -1.78310 0.613 -0.274 1.261 0.010
C -0.16601 -0.93214 -1.68518 -0.237 -0.107 -0.125 -0.155
C 2.66161 -0.12611 -0.94657 -0.874 -0.122 0.725 -0.266
N 2.11826 0.84834 -0.22826 -1.354 0.991 0.073 0.149
H 0.51589 1.95588 1.63165 -0.071 -0.162 -0.071 -0.007
H 0.60026 3.49770 2.45265 0.496 -0.107 -0.303 0.041
H 1.89478 2.26533 2.69597 0.079 0.291 -0.252 0.042
H 6.29065 0.28267 -1.68938 0.424 0.593 0.105 0.106
H 6.34441 1.83084 -0.86013 0.536 0.155 -0.057 0.105
H 3.15032 -3.10284 -2.19624 -0.203 0.537 0.168 0.132
H 0.69202 -2.87191 -1.39086 0.615 0.056 -0.065 0.156
H 0.41185 -2.83290 0.95407 -0.243 0.229 -0.201 0.133
H 1.24613 -1.33089 1.06320 0.699 0.356 0.123 0.108
H -0.63703 -0.24290 1.45418 -0.600 -0.591 -0.418 0.150
H -3.31142 -2.15485 4.08231 0.303 -0.296 0.432 0.097
H -4.28404 -1.22997 0.85261 -0.675 0.629 -0.579 0.020
H -0.44526 1.66826 -0.97978 -0.233 -0.156 0.474 0.120
H -1.94548 1.24726 -1.81282 0.048 0.147 0.735 0.138
H -3.79792 1.21868 2.22112 -0.021 -0.509 0.851 0.043
H -5.15466 1.98871 -0.86771 -1.002 0.131 -0.868 0.083
H -1.96151 -2.34465 -1.47699 0.435 0.457 -0.080 0.127
H -2.16211 -0.94714 -2.60499 -0.419 0.411 -0.337 0.103
H 0.20456 -0.21633 -2.43363 0.004 -0.592 0.222 0.162
```
Positions in Å, forces in eV/Å.

Results
Maximum force = 2.55 eV/Å
Electronic energy = -67039.2870 eV
HOMO energy = -8.4 eV
Orbital gap = 8.9439 eV

Molecular formula: C3H11Cl2NSi2
Method: DFT, ωB97M-V/def2-TZVPD

```
19
Properties=species:S:1:pos:R:3:forces:R:3:lowdin_charge:R:1
C 3.50198 1.71866 1.22571 2.068 0.066 0.030 -0.270
Si 3.60327 0.28897 0.07247 0.901 0.880 0.591 -0.309
Cl 5.23381 0.59567 -1.07920 0.813 -0.206 -0.473 0.289
Cl 3.69013 -1.46563 1.09938 0.080 -0.279 0.185 0.282
H 2.48835 1.79603 1.45611 -1.793 0.752 0.476 -0.006
H 3.99702 1.39939 2.12791 0.174 -0.243 0.621 0.017
H 4.02585 2.67361 0.98949 -0.817 -0.714 -0.381 0.055
H 2.51695 0.23768 -0.78931 -1.449 -0.263 -1.077 -0.082
C -0.25238 -1.02454 -2.69074 -2.344 2.345 -0.096 -0.243
N -0.31089 -0.10461 -1.54597 -1.094 -0.057 1.930 -0.283
Si -1.25359 0.21506 -0.23392 0.716 -1.473 -2.765 0.665
C -2.85501 -0.49456 0.40712 -2.107 -2.030 -1.289 -0.280
H 0.00845 -0.43780 -3.56485 0.413 0.378 -0.204 0.051
H 0.51388 -1.74894 -2.62354 0.383 -1.197 0.459 0.046
H -1.28979 -1.32826 -2.97982 0.932 -0.846 0.414 0.069
H -0.83013 1.27290 0.58736 0.591 1.060 0.748 -0.081
H -2.75014 -1.49026 0.85151 0.798 -0.154 -0.030 0.013
H -3.50166 -0.07184 1.16574 0.346 1.112 0.128 0.010
H -3.62333 -0.81075 -0.40317 1.388 0.868 0.733 0.057
```
Positions in Å, forces in eV/Å.

Results
Maximum force = 3.32 eV/Å
Electronic energy = -45580.6268 eV
HOMO energy = -8.7 eV
Orbital gap = 9.1314 eV

Molecular formula: C22H6Cl56F5P
Method: DFT, ωB97M-V/def2-TZVPD

```
90
Properties=species:S:1:pos:R:3:forces:R:3:lowdin_charge:R:1
F 5.20754 -3.03164 3.03079 0.472 2.247 -4.561 -0.070
C 5.15195 -2.23133 1.75066 -0.715 -0.084 0.677 -0.212
F 6.51436 -1.90075 1.25079 -4.545 -1.650 1.754 0.008
F 4.41110 -3.09671 0.76184 2.877 2.628 3.624 -0.085
C 4.28552 -0.85851 2.10125 -2.661 2.205 -0.276 -0.068
C 4.97890 0.48180 2.79081 -2.772 0.819 -1.451 -0.161
C 4.12212 1.84100 3.12549 -2.149 -3.994 -2.107 -0.084
C 2.48798 1.82510 2.78680 2.296 -3.037 -0.856 -0.018
C 1.80790 0.48756 2.10524 2.683 -0.275 0.351 -0.108
C 0.18064 0.37399 1.73976 0.922 -1.880 -0.037 -0.541
F -0.04452 0.28899 0.27731 0.766 -0.282 3.933 -0.205
F -0.24267 -0.95388 2.32197 0.894 2.874 -1.830 -0.152
P -0.80053 1.74752 2.63284 0.776 0.871 0.931 0.849
C 2.68408 -0.89076 1.75026 2.458 3.379 1.829 0.082
H 6.14304 0.47471 3.04821 -2.912 -0.059 -0.868 0.113
H 4.61183 2.80009 3.60544 -1.051 -2.354 -1.110 0.104
H 1.86412 2.80362 3.05082 1.335 -2.605 -0.751 0.078
H -1.63592 1.04808 3.59484 0.089 0.274 -1.502 -0.127
H -1.62050 2.52422 1.73799 0.287 -1.201 0.219 -0.113
H 2.16100 -1.85007 1.27317 1.322 2.448 1.208 0.135
C 5.06405 -1.35517 6.48753 -0.057 -0.186 0.261 -1.962
Cl 3.90613 -1.13524 7.82364 0.217 -0.043 -0.254 0.510
Cl 6.71771 -1.05528 7.07926 -0.339 -0.057 -0.131 0.516
Cl 4.94780 -3.02210 5.86912 0.006 0.480 0.394 0.552
Cl 4.68471 -0.20804 5.17794 -0.018 -0.686 1.425 0.628
C 5.06409 -2.43521 -3.05250 -0.015 0.117 0.052 -1.992
Cl 5.52336 -4.12452 -2.72141 -0.103 0.384 -0.080 0.516
Cl 6.51736 -1.49769 -3.48116 -0.356 -0.219 0.106 0.500
Cl 3.90672 -2.38876 -4.40636 0.275 -0.031 0.269 0.507
Cl 4.30888 -1.72964 -1.60107 0.182 0.017 -0.806 0.563
C -0.93590 -0.43521 6.39751 0.040 -0.005 0.086 -1.964
Cl -0.56929 -2.08378 6.96507 -0.114 0.424 -0.173 0.530
Cl -0.81952 0.70286 7.76350 -0.009 -0.254 -0.302 0.522
Cl 0.23116 0.03149 5.13467 0.031 -0.302 0.743 0.538
Cl -2.58604 -0.39120 5.72675 0.490 0.242 0.518 0.480
C -4.58603 -3.14248 3.69023 0.225 -0.056 -0.221 -1.965
Cl -4.12676 -4.83179 4.02133 -0.123 0.426 -0.059 0.529
Cl -3.13277 -2.20496 3.26157 -0.467 -0.500 -0.289 0.491
Cl -5.74340 -3.09603 2.33637 0.262 0.016 0.355 0.519
Cl -5.34124 -2.43691 5.14166 0.666 -0.882 -1.058 0.432
C -7.74337 0.00024 7.88289 -0.106 0.039 0.120 -1.980
Cl -6.78606 1.11176 8.89403 -0.223 -0.249 -0.244 0.517
Cl -8.88492 0.93770 6.88654 0.345 -0.305 0.214 0.498
Cl -6.65228 -0.92688 6.82243 -0.844 0.964 0.917 0.445
Cl -8.65038 -1.12177 8.92848 0.224 0.274 -0.257 0.522
C 8.31512 -2.87461 -7.12529 -0.072 -0.148 -0.012 -1.990
Cl 9.27243 -1.76309 -6.11415 -0.172 -0.208 -0.234 0.505
Cl 7.17357 -1.93715 -8.12164 0.275 -0.225 0.244 0.513
Cl 9.40621 -3.80172 -8.18575 -0.419 0.022 0.365 0.481
Cl 7.40810 -3.99662 -6.07971 0.336 0.346 -0.217 0.480
C -4.88493 1.26535 0.67474 0.071 -0.029 -0.033 -1.971
Cl -5.21413 1.23570 2.42547 0.079 -0.019 -0.341 0.513
Cl -3.14668 0.99414 0.39254 -0.968 -0.207 -0.288 0.492
Cl -5.82425 -0.01829 -0.12810 0.075 0.413 0.353 0.486
Cl -5.35459 2.84990 0.00882 0.129 -0.396 0.157 0.527
C 5.61513 -6.34374 -9.08894 -0.005 0.010 0.025 -2.008
Cl 7.20615 -6.98527 -8.60787 -0.388 0.161 -0.111 0.501
Cl 4.83069 -5.58391 -7.68110 0.087 -0.234 -0.408 0.490
Cl 5.82840 -5.13065 -10.37639 -0.032 -0.280 0.328 0.506
Cl 4.59506 -7.67508 -9.69042 0.245 0.315 0.138 0.513
C -0.98491 2.40625 -3.21390 -0.085 0.116 0.161 -1.969
Cl -0.55424 1.89066 -1.56375 -0.107 0.347 -1.059 0.562
Cl 0.41855 2.18796 -4.28970 -0.305 0.040 0.234 0.516
Cl -2.34666 1.42229 -3.80725 0.307 0.211 0.156 0.506
Cl -1.45732 4.12418 -3.19513 -0.022 -0.584 0.239 0.474
C -11.18488 4.36780 6.52449 0.062 0.081 0.018 -2.007
Cl -10.10076 4.25300 5.11529 -0.169 0.011 0.423 0.487
Cl -12.53289 3.21867 6.33201 0.307 0.221 0.068 0.500
Cl -10.27666 3.97496 8.00618 -0.272 0.156 -0.349 0.500
Cl -11.82938 6.02460 6.64462 0.148 -0.421 -0.060 0.517
C -12.43286 4.98415 1.46226 -0.038 -0.039 0.011 -2.008
Cl -11.27991 6.27553 1.88343 -0.269 -0.309 -0.082 0.504
Cl -13.95298 5.71085 0.88276 0.374 -0.169 0.138 0.513
Cl -11.73686 3.96148 0.17994 -0.160 0.248 0.311 0.511
Cl -12.76186 3.98859 2.90290 0.009 0.268 -0.435 0.482
C 11.94702 -1.51601 -10.79784 -0.031 0.078 0.067 -2.005
Cl 11.51074 -3.11470 -11.45219 0.087 0.355 0.160 0.507
Cl 10.97774 -1.18642 -9.33958 0.400 0.131 -0.474 0.480
Cl 13.67817 -1.49889 -10.37661 -0.419 -0.013 -0.106 0.512
Cl 11.62146 -0.26381 -12.02292 0.082 -0.313 0.281 0.512
C -0.05300 7.22153 -5.13530 0.064 -0.105 -0.126 -2.002
Cl -1.21093 7.44146 -3.79919 0.232 0.016 -0.281 0.496
Cl 1.60066 7.52142 -4.54356 -0.417 -0.074 -0.130 0.514
Cl -0.16926 5.55460 -5.75371 0.179 0.635 -0.098 0.483
Cl -0.43234 8.36866 -6.44488 0.082 -0.262 0.339 0.514
C -3.65293 -2.51964 -3.65297 0.074 -0.035 0.064 -2.008
Cl -1.87350 -2.45124 -3.71014 -0.433 -0.007 0.016 0.508
Cl -4.17985 -4.22002 -3.57716 0.117 0.400 -0.028 0.515
Cl -4.23458 -1.65277 -2.20908 0.243 -0.286 -0.516 0.466
Cl -4.32402 -1.75454 -5.11553 0.156 -0.148 0.333 0.508
```
Positions in Å, forces in eV/Å.

Results
Maximum force = 5.32 eV/Å
Electronic energy = -747026.5624 eV
HOMO energy = -9.3 eV
Orbital gap = 8.1924 eV

Molecular formula: C4H14N2O2
Method: DFT, ωB97M-V/def2-TZVPD

```
22
Properties=species:S:1:pos:R:3:forces:R:3:lowdin_spin:R:1
C 1.37024 -0.03425 -0.80256 0.280 0.080 -0.097 0.003
C 0.97788 -1.11899 0.19544 -0.036 0.289 -0.129 0.012
C -0.45290 -1.12902 0.63374 0.745 -0.468 -0.528 0.152
C -1.07972 -2.32944 1.00835 0.080 -0.617 0.382 0.551
N -1.13158 -0.00851 0.65026 -1.380 -0.244 -0.759 0.213
N 1.04968 -0.41202 -2.17759 0.080 0.047 0.018 0.002
H 0.86527 0.90547 -0.56561 0.045 0.164 0.085 0.000
H 2.43061 0.19826 -0.65051 -0.108 -0.191 -0.097 0.000
H 1.55382 -0.96536 1.11285 0.065 -0.124 0.112 0.006
H 1.25104 -2.08907 -0.21900 -0.021 -0.129 0.253 0.000
H -2.02761 -2.39358 1.51921 -0.222 0.315 -0.032 0.024
H -0.60531 -3.28222 0.80848 0.168 0.162 0.003 0.025
H -0.89950 0.70599 -0.03633 0.329 0.365 0.515 0.006
H -2.13520 -0.11846 0.79145 0.150 0.405 0.301 0.002
H 1.81190 -0.17026 -2.80474 -0.261 0.110 0.033 0.000
H 0.91297 -1.40874 -2.28428 0.033 -0.031 0.046 0.000
H 0.71932 1.18576 3.56668 -0.030 0.090 0.029 0.000
H 0.23967 1.43975 2.12840 -0.072 0.101 0.219 0.001
O 0.82536 1.77661 2.81308 0.102 -0.186 -0.188 0.003
H -1.53538 1.35541 -1.90854 -0.059 -0.267 -0.477 0.000
H -0.67819 2.50432 -2.39846 -0.025 0.089 -0.169 0.000
O -1.58773 2.27364 -2.17964 0.139 0.039 0.481 0.000
```
Positions in Å, forces in eV/Å.

Results
Maximum force = 1.59 eV/Å
Charge = +1
Electronic energy = -11441.5767 eV
HOMO energy (alpha / beta) = -13.7 / -13.7 eV
Orbital gap (alpha / beta) = 9.5630 / 6.1314 eV
Spin multiplicity = 2

Molecular formula: C2HN2O6
Method: DFT, ωB97M-V/def2-TZVPD

```
11
Properties=species:S:1:pos:R:3:forces:R:3:lowdin_spin:R:1
C -1.73221 -0.08208 -0.34124 1.890 -1.608 -0.517 0.003
C 0.40566 -0.48341 1.77042 -0.497 -1.175 -0.287 0.112
N 0.02674 0.63321 1.29438 0.474 0.477 -0.541 0.028
N 2.16409 0.12228 2.38526 -0.569 -0.109 -3.617 0.641
O -2.79870 0.15735 -0.76763 -2.670 0.363 -1.317 0.006
O -0.98342 -1.03470 -0.89467 -0.698 -0.774 -1.662 0.001
O -1.28987 0.58995 0.64767 0.456 1.684 3.124 0.037
O 2.48883 -0.28429 3.44149 0.207 -2.716 6.207 0.505
O 2.81855 0.88912 1.67873 0.207 2.156 -2.635 0.515
O 0.26069 -1.66450 1.92759 0.393 1.321 0.038 0.151
H -0.16280 -1.36379 -0.56401 0.808 0.380 1.207 0.000
```
Positions in Å, forces in eV/Å.

Results
Maximum force = 6.78 eV/Å
Charge = -1
Electronic energy = -17349.3755 eV
HOMO energy (alpha / beta) = -2.0 / -5.6 eV
Orbital gap (alpha / beta) = 5.5934 / 7.2118 eV
Spin multiplicity = 3